Entry A
Formula: C6H16O
Source: the Open Molecules 2025 dataset
Level of theory: ωB97M-V with the def2-TZVPD basis set

The structure (SMILES) is CC(C)C.CCO. The value obtained for the gap between HOMO and LUMO is 11.0912 eV.

The geometry in ORCA input format:
```
! wB97M-V def2-TZVPD RIJCOSX def2/J DEFGRID3
* xyz 0 1
C -0.7422 0.2162 2.0729
C -0.3984 1.1165 0.8780
C -0.9409 2.5024 1.1687
C 1.1485 1.4407 0.8217
H -1.7779 0.3698 2.3557
H -0.1046 0.3595 3.0167
H -0.7138 -0.9293 2.0090
H -0.6881 0.6315 -0.0750
H -0.5774 3.0280 1.9819
H -0.9299 3.0455 0.3140
H -2.0506 2.2920 1.2576
H 1.3065 2.4792 0.9150
H 1.6503 1.0525 1.6321
H 1.5544 1.0578 -0.2065
C 0.4367 -2.5512 -1.1674
C -0.0813 -1.8603 -2.4870
O 0.8025 -1.7903 -3.5747
H 1.4252 -2.0581 -0.8889
H 0.4485 -3.6435 -1.1259
H -0.1846 -2.1307 -0.2850
H -0.9710 -2.3580 -2.9246
H -0.3270 -0.8574 -2.2520
H 1.7153 -1.4129 -3.4361
*
```

Entry B
Formula: C6H16O
Source: the Open Molecules 2025 dataset
Level of theory: ωB97M-V with the def2-TZVPD basis set

The structure (SMILES) is CC(C)(C)C.CO. The value obtained for the gap between HOMO and LUMO is 11.3110 eV.

The geometry in ORCA input format:
```
! wB97M-V def2-TZVPD RIJCOSX def2/J DEFGRID3
* xyz 0 1
C 2.4219 1.2192 -0.2822
C 1.7327 -0.0593 -0.0748
C 0.2762 0.1050 -0.2418
C 1.7897 -0.5139 1.3819
C 2.2158 -1.2039 -0.9343
H 2.1508 1.9258 -1.1541
H 2.1929 2.0249 0.4668
H 3.5310 1.1048 -0.4767
H -0.2282 -0.8516 0.1236
H 0.0785 0.9607 0.6170
H -0.2235 0.7087 -1.1212
H 0.6778 -1.1220 1.3631
H 1.6767 0.4924 1.9404
H 2.7710 -1.0086 1.8097
H 3.2453 -1.2708 -0.7552
H 1.6679 -2.1427 -0.5679
H 2.1643 -1.1857 -2.1167
C -4.9668 0.4057 -0.0630
O -4.0225 -0.7567 -0.0971
H -5.5797 0.1022 -0.8964
H -5.6525 0.5057 0.8642
H -4.4484 1.2701 -0.4740
H -3.4708 -0.7102 0.6887
*
```

Entry C
Formula: C6H16O
Source: the Open Molecules 2025 dataset
Level of theory: ωB97M-V with the def2-TZVPD basis set

The structure (SMILES) is CC(C)C.CCO. The value obtained for the gap between HOMO and LUMO is 11.0696 eV.

The geometry in ORCA input format:
```
! wB97M-V def2-TZVPD RIJCOSX def2/J DEFGRID3
* xyz 0 1
C 3.0918 -0.9706 -0.9197
C 1.8579 -0.3873 -0.1479
C 1.9655 -0.6336 1.3257
C 1.6229 1.0997 -0.4524
H 3.1031 -2.0775 -0.8003
H 4.0703 -0.6585 -0.5068
H 2.8948 -0.8191 -1.9596
H 1.1270 -1.1408 -0.5155
H 2.3752 0.1677 1.9544
H 0.9725 -0.7354 1.7966
H 2.3397 -1.6540 1.5435
H 2.4176 1.6343 0.0565
H 1.3932 1.3302 -1.5003
H 0.6348 1.2873 -0.0093
C -2.7918 -0.6984 -0.6594
C -2.3168 0.2413 0.4652
O -3.2550 1.3874 0.4500
H -3.3320 -0.1041 -1.3895
H -3.1619 -1.6414 -0.3368
H -1.9652 -1.0432 -1.3043
H -2.5293 -0.0133 1.4825
H -1.3698 0.7549 0.4434
H -3.5373 1.6779 -0.4169
*
```

entry C is the most stable structure shown above.